1.
56
Properties=species:S:1:pos:R:3:forces:R:3:nbo_charge:R:1 method="wB97M-V/def2-TZVPD" smiles="COP(=O)(OC)OC.COP(=O)(OC)OC.COP(=O)(OC)OC.ClCCl" e_above_lowest_ev=3.413 homo_lumo_gap_ha=0.4043
C 9.905260 -5.945096 -2.019846 0.030 -2.312 -0.453 -0.25
O 8.719340 -5.572356 -1.368346 -1.380 0.768 2.586 -0.82
P 8.468000 -5.879826 0.247584 0.858 0.682 -0.549 2.54
O 9.734050 -5.685456 1.014294 -1.765 -0.575 -0.788 -1.08
O 7.237970 -4.898636 0.629074 -0.154 -3.383 -0.291 -0.80
C 7.307010 -3.588636 1.078084 1.442 2.282 -1.455 -0.24
O 7.743110 -7.348736 0.294244 -0.347 2.990 1.313 -0.79
C 8.206910 -8.445316 -0.407886 1.531 -0.973 -0.635 -0.25
H 10.243250 -6.885136 -1.583756 0.378 -0.031 0.064 0.17
H 10.788340 -5.307276 -2.057976 -0.643 0.720 0.198 0.20
H 9.513920 -6.249596 -2.990536 0.677 0.417 -0.433 0.19
H 8.298670 -3.264456 0.762464 0.235 0.600 0.784 0.19
H 7.078760 -3.287486 2.100484 0.183 -1.172 0.282 0.20
H 6.667620 -2.953376 0.465134 -0.433 -0.357 -0.164 0.18
H 7.886110 -8.359046 -1.446026 0.126 -0.396 -0.020 0.19
H 7.962170 -9.403516 0.050444 -1.102 0.304 0.080 0.20
H 9.288980 -8.535056 -0.312156 0.363 0.438 -0.520 0.18
C -6.454150 -0.333116 1.014524 -1.151 0.412 -0.990 -0.27
O -5.520740 -1.387136 0.977444 2.795 -0.218 1.445 -0.80
P -4.144740 -1.110456 1.855014 2.721 1.146 -0.926 2.50
O -3.227170 0.023654 1.331654 -2.952 -3.426 1.435 -1.06
O -3.414430 -2.605466 1.950134 -1.603 2.360 0.792 -0.80
C -2.743100 -3.093496 0.811524 -1.013 0.034 -1.395 -0.25
O -4.578320 -0.883576 3.383254 -0.132 0.076 -0.367 -0.81
C -5.724890 -1.559636 3.961174 0.013 -0.368 -0.781 -0.25
H -7.387670 -0.822486 1.292304 -0.143 0.572 0.414 0.19
H -6.607370 0.066004 0.011864 0.157 -0.161 -0.198 0.19
H -6.169920 0.543194 1.597094 -0.004 -0.339 0.506 0.20
H -1.725410 -2.713496 0.722084 -0.023 -0.345 0.220 0.20
H -3.325190 -2.770516 -0.051576 0.344 0.219 -0.439 0.18
H -2.893640 -4.172276 0.770684 0.716 -0.047 0.438 0.19
H -6.627080 -1.019876 3.673414 -0.022 -0.223 -0.192 0.18
H -5.742900 -1.610186 5.049854 0.838 0.363 -0.092 0.21
H -5.691000 -2.578366 3.574964 -0.510 -0.033 0.112 0.19
C -2.520090 9.088094 -0.542626 0.027 -0.549 1.286 -0.26
O -2.959530 8.129074 -1.492326 -2.180 -1.006 -0.692 -0.79
P -4.462030 7.554064 -1.264046 -2.265 -0.738 0.666 2.50
O -5.446170 8.373874 -0.406096 3.068 -2.317 -2.539 -1.05
O -4.915840 7.146854 -2.805756 -0.499 -0.119 1.914 -0.82
C -6.175360 6.355344 -3.006736 0.746 0.498 -1.351 -0.26
O -4.271690 6.015844 -0.668046 -0.280 3.124 0.467 -0.80
C -3.404790 5.111404 -1.262606 -0.426 -2.765 -0.867 -0.27
H -2.584710 10.088234 -0.971166 0.373 -0.136 0.244 0.20
H -1.560920 8.719754 -0.178746 0.458 0.674 -0.587 0.19
H -3.120410 8.977274 0.360384 -0.372 0.634 -0.067 0.20
H -6.631550 5.735294 -2.235026 0.474 0.881 0.883 0.21
H -5.973160 5.605424 -3.771476 0.580 0.197 -0.175 0.19
H -6.864270 7.053834 -3.481736 -0.203 -0.066 0.528 0.20
H -3.033630 5.311554 -2.267736 0.352 0.788 0.326 0.20
H -4.013410 4.224594 -1.439376 -0.425 -0.225 -0.288 0.18
H -2.688440 4.626704 -0.599276 0.578 1.111 0.259 0.20
Cl 1.864690 3.494344 -0.347876 -0.220 1.215 -0.367 -0.01
C 1.340840 1.871544 -0.072576 -0.531 -0.428 0.884 -0.43
Cl 2.730690 0.856594 -0.067116 1.242 -1.367 -0.285 -0.02
H 0.987560 1.786954 0.955124 -0.576 0.246 -0.387 0.23
H 0.630470 1.509564 -0.815846 0.051 0.324 0.166 0.23

***

2.
14
Properties=species:S:1:pos:R:3:forces:R:3:nbo_charge:R:1 method="wB97M-V/def2-TZVPD" multiplicity=2 e_above_lowest_ev=1.832 total_charge=+1 s_squared=0.76 homo_lumo_gap_ha="0.4116 / 0.1976"
N 0.787361 0.047774 0.997634 -3.183 -2.653 0.350 -0.52
C 0.226925 -1.217613 0.324430 0.800 3.405 -0.597 -0.15
N -0.806262 -1.895862 1.039515 2.618 -1.241 1.496 -0.50
H 0.844013 -0.189428 1.993292 0.531 0.692 0.043 0.38
H 0.030422 0.725022 0.820157 0.935 1.142 0.373 0.42
H 1.193312 -1.672651 0.065546 -0.844 -1.330 -0.295 0.28
H -0.278507 -0.775777 -0.540190 0.410 -0.282 -0.568 0.26
H -1.030932 -1.558158 1.981803 -0.654 0.539 -0.433 0.41
H -0.480850 -2.858070 1.192851 -0.678 -0.180 -0.195 0.41
O -0.673900 2.355839 -0.198894 -0.784 -0.021 -0.577 -0.58
C -0.121839 2.065623 -1.226046 0.927 -0.891 1.343 0.64
O -0.699916 1.608208 -2.334865 0.547 0.333 -0.084 -0.64
H 0.980661 1.950078 -1.158634 -0.023 0.377 -0.829 0.10
H 0.029513 1.415016 -2.956599 -0.602 0.109 -0.027 0.50

***

3.
8
Properties=species:S:1:pos:R:3:forces:R:3:nbo_charge:R:1 method="wB97M-V/def2-TZVPD" e_above_lowest_ev=0.081 total_charge=-1 homo_lumo_gap_ha=0.2872
C -1.305913 -0.937562 -0.559552 -1.511 -0.834 -0.603 -0.08
N -2.037901 -1.542017 -1.215327 0.176 -0.201 -0.123 -0.44
N 2.831794 0.739771 -1.012906 -0.256 1.234 -2.939 0.02
N 2.696035 1.159894 -2.032900 0.337 -1.197 2.908 -0.03
O -0.931788 -0.291518 1.926844 -0.303 0.325 -0.865 -1.04
O -0.708152 1.476253 -0.004881 -0.578 1.527 -0.284 -1.15
P -0.209035 0.136117 0.371016 1.770 -0.907 2.211 1.25
H -0.335038 -0.740938 2.527706 0.365 0.054 -0.305 0.47

***

4.
58
Properties=species:S:1:pos:R:3:forces:R:3:nbo_charge:R:1 method="wB97M-V/def2-TZVPD" e_above_lowest_ev=7.011 homo_lumo_gap_ha=0.3061
C 1.174515 0.536691 -3.542235 -2.074 1.206 -2.329 -0.06
O 2.083856 -0.412868 -3.143876 1.687 -0.246 -0.429 -0.73
C -0.109029 0.613249 -2.707892 2.721 2.302 -0.105 -0.44
C 0.338519 0.291861 -1.323138 -2.294 0.760 2.332 -0.48
C -0.885761 -0.149026 -0.458769 0.039 -0.470 0.111 -0.14
C -0.904545 -0.240177 0.908419 0.981 -0.107 -3.521 -0.14
N -1.975166 -0.804748 1.607439 1.154 0.505 3.677 -0.42
C -1.728305 -1.117052 2.876564 -1.276 0.427 -3.291 -0.07
H 1.625743 1.500920 -3.619803 1.066 0.749 1.014 0.17
H 0.881250 0.534138 -4.626942 0.154 -1.163 0.479 0.16
H 1.707945 -1.238266 -2.859953 -0.630 -0.560 -0.112 0.49
H -0.527445 1.640853 -2.789739 0.360 -0.458 0.273 0.23
H -0.838598 0.055608 -3.148049 -2.014 -2.301 -0.733 0.20
H 0.829034 1.200671 -0.954666 -0.205 -0.023 0.435 0.21
H 1.104995 -0.454768 -1.227572 -0.197 -0.333 -0.244 0.24
H -1.709091 -0.523499 -1.125213 0.482 0.253 1.106 0.20
H 0.024103 0.223966 1.284037 -0.634 -0.645 1.125 0.20
H -0.782916 -1.351355 3.329145 0.469 0.965 -0.037 0.17
H -2.583442 -1.255907 3.496752 -0.699 -0.562 0.303 0.17
H -2.776520 2.330960 0.857940 2.047 1.002 1.020 0.47
H -3.976553 1.447033 1.637908 2.027 1.485 -2.784 0.50
O -3.499752 1.772930 0.762274 -4.821 -3.099 1.805 -0.99
H 0.287161 -2.639530 2.956209 -0.297 0.523 0.286 0.48
H -0.917241 -3.671016 2.554350 1.565 0.836 0.249 0.48
O 0.056541 -3.515210 2.669544 -0.899 -1.682 -0.582 -0.96
H -1.894735 3.572981 -1.197399 1.634 0.520 0.364 0.47
H -3.107285 2.855842 -0.932490 -0.570 -0.281 -0.331 0.47
O -2.673755 3.331774 -1.647293 -1.583 -0.177 -0.932 -0.95
H 0.164391 -2.363774 -0.444274 -0.343 -0.256 -0.260 0.49
H 1.183883 -1.946350 0.551031 0.064 -1.227 -2.068 0.48
O 1.125613 -2.409038 -0.364767 -0.823 1.646 2.753 -0.96
H 3.799177 0.494772 1.659327 1.659 0.607 0.586 0.48
H 2.996720 0.053749 0.545092 -0.379 0.510 0.096 0.51
O 2.926955 0.191845 1.513038 -0.953 -0.726 -0.632 -0.99
H 3.263956 1.689329 -1.439008 0.189 -2.232 0.161 0.51
H 3.294219 -0.014765 -1.543034 -0.129 1.874 -0.625 0.51
O 3.575261 0.810007 -1.074649 0.137 0.353 0.252 -1.01
H -1.998902 -3.988434 -1.827253 -0.176 -0.254 -1.484 0.47
H -2.931675 -3.555543 -0.716030 -2.742 0.896 0.331 0.48
O -2.077324 -3.814072 -0.913855 2.981 -0.491 1.162 -0.95
H -4.519715 -0.028123 -1.604471 -0.538 -1.008 0.891 0.47
H -3.985814 -0.355365 -0.216802 -1.660 -0.879 -1.188 0.49
O -4.696375 -0.686651 -0.877791 2.318 1.900 0.399 -0.96
H 2.242931 -1.271415 2.976435 -0.009 0.603 0.315 0.50
H 1.681817 -0.359251 4.180952 -0.064 -1.205 -1.401 0.49
O 1.441110 -0.966906 3.427632 -0.101 0.457 1.303 -0.98
H 2.269025 -4.080895 -0.426382 -0.200 0.889 0.375 0.50
H 3.268451 -2.854915 -0.533437 -0.094 2.950 1.312 0.46
O 3.067609 -3.700262 -0.779514 1.531 -4.592 -2.015 -0.96
H -1.353601 3.326149 1.064267 -0.731 2.949 2.784 0.45
H -0.569957 2.187911 0.767650 0.912 -0.949 -0.200 0.52
O -1.177144 2.794837 0.355266 0.593 -1.086 -2.159 -0.95
H 1.837866 1.798419 1.887897 -0.504 0.048 -0.446 0.52
H 0.813177 2.917856 2.338308 0.571 -1.152 -1.083 0.46
O 1.073516 2.333291 1.569752 0.033 0.549 2.171 -0.97
H 1.284049 4.212798 -0.571452 -0.282 -0.050 0.278 0.47
H 1.388167 4.455638 0.999033 1.154 -0.181 -2.532 0.47
O 1.903792 4.454517 0.122725 -0.610 0.631 1.772 -0.94

***

5.
123
Properties=species:S:1:pos:R:3:forces:R:3:lowdin_charge:R:1 method="wB97M-V/def2-TZVPD" multiplicity=6 e_above_lowest_ev=0.000 total_charge=+1 s_squared=8.76 homo_lumo_gap_ha="0.2890 / 0.3101"
Mn 0.655775 -0.592945 -0.208770 0.041 -0.080 0.086 0.77
C -2.648070 -4.368256 -0.385949 0.004 0.002 -0.001 -0.01
C -1.959811 -3.989172 0.919796 0.004 0.007 -0.013 -0.49
C -1.635374 -5.233131 1.723643 -0.008 -0.007 0.003 -0.01
O -0.722786 -3.318300 0.567465 0.010 0.001 -0.004 -0.01
B -0.951721 -1.938716 0.544149 -0.002 -0.013 0.000 -0.61
O -2.197958 -1.671464 1.084491 -0.014 -0.009 0.022 0.00
C -2.712305 -2.880064 1.698940 0.012 0.005 0.003 -0.48
C -2.326436 -2.831268 3.173368 -0.005 0.008 0.002 0.00
C -4.221074 -2.907407 1.551424 0.001 0.008 0.000 0.00
H -1.969095 -4.984169 -0.976561 -0.002 -0.001 0.001 0.09
H -2.895517 -3.478740 -0.966282 0.001 -0.005 -0.001 0.10
H -3.561634 -4.936333 -0.206467 0.002 -0.002 -0.002 0.09
H -1.106634 -5.948967 1.091996 -0.003 -0.003 0.002 0.09
H -2.550847 -5.712598 2.076019 0.004 0.000 0.004 0.10
H -1.010367 -5.002989 2.585095 0.005 0.004 -0.009 0.08
H -1.241648 -2.806565 3.292088 -0.004 -0.001 0.004 0.10
H -2.722843 -3.688499 3.719239 0.000 0.001 -0.001 0.10
H -2.739650 -1.924961 3.616672 -0.004 0.002 -0.001 0.08
H -4.522476 -2.782555 0.513352 0.000 0.001 0.002 0.09
H -4.659676 -2.096232 2.133241 -0.002 -0.007 0.001 0.08
H -4.626543 -3.850134 1.925314 -0.001 0.002 -0.003 0.10
O 1.548162 -1.269959 -1.930048 -0.016 0.067 -0.017 -0.55
As 1.869221 -0.543273 -3.398613 0.013 -0.016 -0.011 1.23
C 3.712879 -0.061001 -3.483738 0.000 0.006 -0.018 -0.31
C 4.348832 0.092820 -4.710870 0.002 -0.002 -0.002 -0.09
C 5.678734 0.485259 -4.743148 0.003 -0.001 0.006 -0.06
C 6.361677 0.715472 -3.556109 0.004 -0.005 -0.007 -0.06
C 5.723999 0.550193 -2.333850 -0.007 -0.003 0.008 -0.07
C 4.393712 0.160271 -2.292534 -0.005 0.004 -0.005 -0.09
C 1.475261 -1.730998 -4.835685 0.010 -0.015 0.015 -0.31
C 0.838321 -1.269778 -5.981200 0.002 0.000 -0.001 -0.09
C 0.587125 -2.152999 -7.022542 0.002 0.005 -0.003 -0.07
C 0.969087 -3.481462 -6.910820 -0.001 -0.005 0.004 -0.06
C 1.602377 -3.938398 -5.761097 0.002 0.001 -0.008 -0.07
C 1.859343 -3.063643 -4.718628 -0.009 -0.002 0.001 -0.08
C 0.818435 1.038285 -3.616618 0.005 0.008 -0.002 -0.33
C -0.524084 0.992165 -3.251023 0.003 0.007 0.004 -0.12
C -1.297904 2.139333 -3.349932 -0.007 -0.009 -0.001 -0.10
C -0.731768 3.318489 -3.817421 0.004 0.004 0.002 -0.06
C 0.606220 3.357800 -4.188431 -0.001 -0.002 0.002 -0.07
C 1.388599 2.216265 -4.086360 0.003 -0.007 0.004 -0.09
H 3.816847 -0.102218 -5.635410 0.005 0.001 0.003 0.11
H 6.183542 0.604888 -5.692325 -0.001 0.000 0.001 0.11
H 7.400043 1.018308 -3.584747 0.000 0.000 0.000 0.11
H 6.266211 0.721474 -1.413102 0.001 0.001 0.001 0.11
H 3.884890 0.012094 -1.347702 0.000 0.005 0.004 0.08
H 0.531666 -0.233639 -6.061717 -0.005 0.000 0.001 0.10
H 0.089727 -1.803365 -7.917173 0.000 -0.001 0.000 0.11
H 0.769769 -4.168093 -7.722873 0.000 0.001 0.001 0.11
H 1.893929 -4.976851 -5.678835 -0.001 0.000 -0.001 0.11
H 2.344343 -3.414750 -3.815710 -0.004 0.006 0.002 0.10
H -0.964744 0.072001 -2.879923 0.001 -0.001 -0.003 0.11
H -2.337377 2.113965 -3.052332 0.001 -0.001 -0.001 0.10
H -1.337365 4.212351 -3.891236 0.001 0.000 -0.001 0.11
H 1.042635 4.279131 -4.550932 -0.001 0.000 0.000 0.11
H 2.438035 2.251010 -4.353651 -0.005 0.001 0.001 0.10
N 2.814658 1.453543 0.681239 -0.006 0.011 0.013 -0.01
C 3.362455 2.674273 0.596915 0.002 0.009 -0.009 -0.08
C 2.570390 3.414586 -0.253897 0.004 -0.006 0.000 -0.04
C 1.544115 2.542061 -0.633618 0.001 0.001 -0.008 -0.17
N 1.701370 1.352162 -0.062740 0.009 0.003 0.000 -0.05
H 3.099848 0.644069 1.214029 -0.003 -0.006 0.002 0.10
H 4.255606 2.927099 1.142682 -0.003 0.000 0.001 0.13
H 2.706752 4.439973 -0.548123 -0.001 -0.001 0.002 0.11
H 0.694055 2.724898 -1.270951 0.002 0.001 -0.007 0.08
C -3.466432 5.031040 0.731078 -0.002 -0.004 -0.003 -0.10
C -2.222791 4.651844 1.548777 0.003 -0.001 -0.006 -0.62
C -1.011695 4.976791 0.658846 -0.004 0.002 0.005 -0.12
C -2.175764 5.557212 2.791741 -0.005 -0.004 0.000 -0.08
Si -2.282026 2.803885 2.065315 0.006 0.014 0.049 0.51
Br -1.811143 1.661509 0.144513 -0.038 0.020 -0.070 0.60
C -4.024883 2.179877 2.557082 -0.001 -0.006 -0.011 -0.62
C -3.937711 0.757948 3.132008 0.003 0.007 0.010 -0.11
C -4.658378 3.101431 3.612550 0.004 0.005 0.004 -0.08
C -4.976392 2.089658 1.352241 -0.003 -0.008 -0.006 -0.11
C -0.895601 2.301253 3.296850 -0.001 0.000 -0.008 -0.61
C -1.293656 2.671612 4.735687 -0.011 0.005 0.003 -0.08
C 0.423920 3.014564 2.968330 0.011 -0.002 0.008 -0.10
C -0.591828 0.796187 3.248680 -0.006 -0.002 0.002 -0.10
H -3.361284 6.066095 0.390735 0.000 0.000 0.000 0.09
H -4.385553 4.974041 1.312753 0.004 0.000 -0.001 0.07
H -3.576913 4.401114 -0.154446 -0.004 0.001 0.003 0.07
H -1.031115 6.046220 0.424032 0.001 -0.002 0.000 0.09
H -1.055789 4.428880 -0.284284 0.000 0.002 0.001 0.04
H -0.055507 4.761420 1.131094 0.001 0.000 0.001 0.05
H -2.236498 6.602865 2.474115 0.001 0.001 0.001 0.09
H -1.248983 5.444162 3.354332 0.006 -0.003 0.001 0.07
H -3.008652 5.376082 3.473374 0.009 0.003 -0.006 0.07
H -3.414441 0.721953 4.088040 -0.005 0.002 -0.004 0.07
H -3.446783 0.074973 2.434590 0.000 -0.005 -0.003 0.05
H -4.954319 0.389378 3.306469 -0.001 0.002 0.002 0.09
H -4.033132 3.221340 4.498943 -0.004 0.001 -0.001 0.07
H -5.607811 2.666324 3.939632 0.000 -0.001 0.000 0.09
H -4.878398 4.093903 3.217622 0.001 -0.004 0.001 0.07
H -4.627094 1.356245 0.625019 -0.003 0.003 0.000 0.05
H -5.120688 3.037311 0.838619 0.000 -0.003 0.005 0.06
H -5.955936 1.759251 1.712246 0.001 -0.002 0.001 0.09
H -1.530950 3.731009 4.847358 0.000 -0.003 0.002 0.07
H -0.455353 2.452448 5.404893 0.001 0.001 -0.001 0.09
H -2.148141 2.095055 5.089706 0.003 0.004 0.000 0.07
H 0.373082 4.091758 3.122692 -0.003 0.007 -0.001 0.07
H 0.737063 2.827328 1.939522 -0.008 -0.002 0.003 0.04
H 1.205296 2.628242 3.632223 -0.001 0.001 0.002 0.09
H -1.451497 0.168687 3.469646 0.007 0.005 -0.001 0.05
H 0.185110 0.573626 3.988803 0.000 0.000 -0.002 0.09
H -0.218075 0.491694 2.269242 0.010 -0.001 -0.007 0.02
N 2.414609 -1.374377 1.178961 -0.084 0.002 -0.044 0.16
C 2.527973 -2.501792 1.427328 0.136 0.003 0.010 -0.23
N 2.650923 -3.771255 1.733491 -0.064 -0.019 0.000 -0.06
C 3.889370 -4.202477 2.409143 0.008 -0.001 -0.011 -0.10
C 4.911707 -4.622473 1.365700 -0.001 0.001 0.007 -0.18
O 4.380010 -5.615159 0.511826 -0.001 0.001 -0.007 -0.12
C 3.241351 -5.147895 -0.191846 0.002 -0.006 -0.002 -0.17
C 2.130681 -4.763498 0.765616 0.000 0.008 0.009 -0.09
H 3.627443 -5.047231 3.046688 -0.001 0.000 0.001 0.14
H 4.260459 -3.391712 3.034185 -0.001 0.001 0.002 0.13
H 5.791679 -5.050310 1.843362 0.001 0.000 -0.001 0.13
H 5.221667 -3.746657 0.777573 0.000 0.001 -0.003 0.13
H 2.919469 -5.958414 -0.843808 0.000 -0.001 -0.001 0.13
H 3.513419 -4.282310 -0.812995 0.001 0.006 0.000 0.13
H 1.812195 -5.629620 1.347520 -0.002 0.001 0.000 0.14
H 1.260844 -4.341375 0.265127 -0.007 0.001 0.000 0.12